This record from the OMol25 dataset describes C7H7ClS in the gas phase in a non-equilibrium geometry. The level of theory is wB97M-V/def2-TZVPD.

Values from the calculation:
Frontier orbital gap (alpha / beta): 6.4 / 6.6 eV
HOMO (alpha / beta): -5.6 / -9.1 eV

```
! RIJCOSX wB97M-V def2-TZVPD def2/J DEFGRID3
* xyz 0 3
C -0.502 -1.152 -0.280
C 0.430 -0.158 -0.863
C -0.695 -0.961 1.196
C 0.923 0.988 -0.298
C -0.268 0.242 1.686
C 0.441 1.332 0.998
C 0.634 2.540 1.505
S -2.040 -0.795 -1.338
Cl -0.075 2.968 2.968
H -0.143 -2.173 -0.551
H 0.923 -0.653 -1.631
H -1.257 -1.622 1.844
H 1.720 1.528 -0.830
H -0.442 0.398 2.743
H 1.268 3.306 1.075
H -1.697 -0.298 -2.515
*
```

***

This record from the OMol25 dataset describes a molecular structure, C16H35F3MnN4O8S in a non-equilibrium geometry. The level of theory is wB97M-V/def2-TZVPD.

Values from the calculation:
Frontier orbital gap (alpha / beta): 7.6 / 7.8 eV
HOMO (alpha / beta): -7.0 / -7.2 eV

```
! RIJCOSX wB97M-V def2-TZVPD def2/J DEFGRID3
* xyz 0 6
Mn 0.415 0.374 0.146
C -2.671 -0.076 -2.940
F -3.333 0.140 -1.801
F -3.489 -0.663 -3.790
F -2.326 1.124 -3.401
S -1.168 -1.154 -2.659
O -1.672 -2.485 -2.391
O -0.424 -0.985 -3.894
O -0.494 -0.563 -1.489
C 0.005 2.063 3.810
C 1.277 1.613 3.123
C 2.068 0.705 4.116
O 1.244 1.084 1.869
H -0.580 2.739 3.176
H 0.243 2.525 4.766
H -0.673 1.207 3.951
H 1.855 2.558 3.087
H 2.692 -0.025 3.590
H 1.434 0.018 4.695
H 2.698 1.257 4.815
C 0.003 2.955 -1.881
O 0.280 2.078 -1.076
N 0.392 2.888 -3.146
C 1.272 1.861 -3.665
C 0.052 3.896 -4.133
H -0.606 3.839 -1.662
H 1.922 2.213 -4.462
H 0.697 0.996 -4.010
H 1.943 1.464 -2.900
H -0.697 3.593 -4.861
H -0.223 4.819 -3.607
H 0.906 4.277 -4.699
C 0.754 -2.681 1.177
O 0.944 -1.546 0.750
N -0.094 -2.954 2.155
C -0.246 -4.266 2.768
C -0.787 -1.923 2.937
H 1.384 -3.542 0.913
H 0.171 -4.214 3.777
H 0.202 -5.081 2.205
H -1.301 -4.509 2.901
H -0.244 -1.911 3.888
H -0.760 -0.927 2.508
H -1.809 -2.225 3.161
C 3.546 -0.391 -1.430
O 2.454 -0.064 -1.020
N 3.808 -1.551 -2.066
C 2.769 -2.501 -2.316
C 5.117 -1.766 -2.620
H 4.415 0.268 -1.294
H 1.742 -2.184 -2.154
H 2.883 -3.443 -1.766
H 2.829 -2.780 -3.376
H 5.686 -0.832 -2.690
H 5.787 -2.410 -2.048
H 5.009 -2.017 -3.679
C -2.586 1.377 1.120
O -1.679 0.707 0.652
N -3.791 0.855 1.433
C -4.750 1.588 2.224
C -4.121 -0.517 1.218
H -2.512 2.466 1.250
H -4.878 1.208 3.241
H -5.720 1.522 1.721
H -4.558 2.656 2.324
H -3.452 -1.036 0.533
H -4.142 -1.084 2.156
H -5.113 -0.631 0.770
*
```

***

This record from the OMol25 dataset describes 2 unconnected molecules or ions with the total composition C2H3N2O2 in a non-equilibrium geometry. The level of theory is wB97M-V/def2-TZVPD.

Values from the calculation:
Frontier orbital gap: 5.0 eV
HOMO: -1.0 eV

```
! RIJCOSX wB97M-V def2-TZVPD def2/J DEFGRID3
* xyz -1 1
C 4.136 -1.123 -1.520
C -0.066 -0.076 0.003
N 2.072 -0.764 -0.010
N 1.153 -0.453 -0.771
O 3.727 -1.303 -2.616
O 4.835 -0.947 -0.645
H 0.245 0.095 0.987
H -0.544 -1.064 -0.143
H -0.693 0.633 -0.559
*
```

***

This record from the OMol25 dataset describes a molecular structure, N2O7S in a non-equilibrium geometry. The level of theory is wB97M-V/def2-TZVPD.

Values from the calculation:
Frontier orbital gap: 10.2 eV
HOMO: -12.1 eV

```
! RIJCOSX wB97M-V def2-TZVPD def2/J DEFGRID3
* xyz 0 1
N 1.935 -0.243 0.112
N -1.834 -0.576 -0.059
O 1.836 0.965 0.034
O 2.885 -0.872 0.395
O -1.996 -1.127 -1.085
O -2.371 -0.628 0.990
O -0.431 1.322 1.182
O -0.426 1.322 -1.341
O 0.805 -0.857 -0.148
S -0.403 0.695 -0.079
*
```

***

This record from the OMol25 dataset describes 2 unconnected molecules or ions with the total composition CH3FOS in a non-equilibrium geometry. The level of theory is wB97M-V/def2-TZVPD.

Values from the calculation:
Frontier orbital gap: 9.4 eV
HOMO: -9.7 eV
SMILES string: FC=S.O

```
! RIJCOSX wB97M-V def2-TZVPD def2/J DEFGRID3
* xyz 0 1
C 2.645 0.391 -0.481
O -0.702 -0.113 0.388
F 3.501 1.257 0.206
S 2.515 -1.113 0.026
H 2.049 1.014 -1.263
H -0.104 0.430 0.979
H -1.509 0.409 0.272
*
```

***

This record from the OMol25 dataset describes a molecular structure, C6H9N2 in a non-equilibrium geometry. The level of theory is wB97M-V/def2-TZVPD.

Values from the calculation:
Frontier orbital gap: 8.9 eV
HOMO: -14.6 eV

```
! RIJCOSX wB97M-V def2-TZVPD def2/J DEFGRID3
* xyz 1 1
C 3.107 0.414 -0.017
C 2.273 -0.796 -0.257
C 0.649 0.831 -0.004
C -0.368 1.665 0.129
C -1.802 1.449 0.409
C 0.014 -1.621 -0.268
N 2.468 1.522 0.042
N 1.025 -0.524 -0.188
H 4.217 0.426 0.275
H 2.662 -1.854 -0.355
H 0.010 2.657 0.360
H -1.848 0.466 0.787
H -2.309 1.674 -0.558
H -2.024 2.236 1.072
H -0.499 -1.528 0.744
H 0.464 -2.598 -0.360
H -0.692 -1.451 -1.026
*
```

***

This record from the OMol25 dataset describes a molecular structure, C6H7NO in a non-equilibrium geometry. The level of theory is wB97M-V/def2-TZVPD.

Values from the calculation:
Frontier orbital gap: 9.0 eV
HOMO: -9.2 eV

```
! RIJCOSX wB97M-V def2-TZVPD def2/J DEFGRID3
* xyz 0 1
C -2.436 -0.466 0.063
C -0.909 0.154 0.210
C -0.430 1.375 -0.020
C 0.972 1.018 -0.299
C 1.412 -0.158 0.808
C 0.172 -0.770 -0.087
H -2.576 -1.597 0.300
H -1.081 2.208 0.125
H 2.032 1.597 -0.390
H 2.572 -0.407 0.360
H 1.354 -0.306 2.066
H -0.248 -1.946 -0.256
H 1.735 -0.819 -1.376
N 0.763 -0.270 -1.259
O -3.332 0.386 -0.246
*
```

***

This record from the OMol25 dataset describes C11H16N3P in the gas phase in a non-equilibrium geometry. The level of theory is wB97M-V/def2-TZVPD.

Values from the calculation:
Frontier orbital gap: 9.4 eV
HOMO: -8.7 eV

```
! RIJCOSX wB97M-V def2-TZVPD def2/J DEFGRID3
* xyz 0 1
C -0.933 1.334 1.257
C -1.420 2.435 0.682
C -0.624 0.123 0.470
C -1.627 -0.787 0.008
C 0.590 -0.287 -0.119
C -2.470 2.345 -1.628
C 2.862 -0.539 -0.923
C 2.432 0.240 1.440
C 1.970 1.639 -0.772
C -3.872 -2.658 -0.049
C 1.978 0.240 -0.069
N -1.925 2.366 -0.605
N -1.029 -1.678 -0.782
N 0.281 -1.416 -0.812
P -3.426 -0.888 0.477
H -0.412 1.446 2.215
H -1.432 3.451 1.053
H 2.441 -0.481 -1.961
H 3.871 -0.363 -1.018
H 2.897 -1.590 -0.502
H 1.572 -0.076 2.070
H 3.475 -0.161 1.317
H 2.634 1.328 1.582
H 1.697 1.436 -1.757
H 1.427 2.485 -0.282
H 2.971 1.939 -0.942
H -4.763 -2.927 0.456
H -3.206 -3.481 -0.001
H -4.019 -2.507 -1.185
H 0.952 -1.830 -1.460
H -2.892 -1.137 1.840
*
```

***

> What is the formula in the fifth record?

CH3FOS